Computed, not measured: 12 unconnected molecules or ions with the total composition C48H81F15O17 in a non-equilibrium geometry, with wB97M-V/def2-TZVPD.

Its SMILES is CCOC(=O)C(F)(F)F.CCOC(=O)C(F)(F)F.CCOC(=O)C(F)(F)F.CCOC(=O)C(F)(F)F.CCOC(=O)C(F)(F)F.C1CCOC1.C1CCOC1.C1CCOC1.C1CCOC1.C1CCOC1.C1CCOC1.C1CCOC1. The value obtained for the energy is -126655.14956 eV. The highest occupied orbital energy comes out at -0.3377 hartree. The calculation puts the lowest unoccupied orbital energy at 0.023 hartree. For the strongest force on any atom, the calculation gives 6.2 eV Å⁻¹.

Last column: Mulliken charge in e.
Cartesian coordinates (Å):
C1 -7.37824 -3.36390 -8.55470  -1.101
C2 -7.82475 -3.12824 -7.13925  -0.280
O1 -6.76182 -2.90882 -6.18551  -0.244
C3 -7.06229 -2.99520 -4.87312  0.022
O2 -8.10659 -3.29215 -4.38137  -0.522
C4 -5.85226 -2.60832 -4.01636  1.291
F1 -5.78974 -3.15808 -2.80556  -0.266
F2 -4.66220 -2.86788 -4.62255  -0.279
F3 -5.94919 -1.32044 -3.92717  -0.247
H1 -6.75721 -2.49371 -8.76626  0.302
H2 -8.19636 -3.36044 -9.26786  0.371
H3 -6.74785 -4.31023 -8.65009  0.270
H4 -8.47965 -3.87378 -6.75675  0.382
H5 -8.37013 -2.19745 -7.04899  0.300
C5 -0.37031 1.97265 0.27273  1.930
C6 0.01993 0.62027 -0.41650  2.360
O3 -1.13900 0.04321 -1.16382  -0.297
C7 -1.89913 -0.67944 -0.41232  0.074
O4 -1.97032 -0.73782 0.79817  -0.339
C8 -2.98393 -1.40655 -1.23174  0.527
F4 -4.09663 -0.59110 -1.09745  -0.259
F5 -2.69255 -1.44124 -2.51975  -0.182
F6 -3.20134 -2.63343 -0.81788  -0.143
H6 -1.30364 1.92360 0.89261  -0.237
H7 -0.54442 2.71383 -0.50561  -1.436
H8 0.41052 2.34232 0.91950  -0.367
H9 0.23568 -0.14941 0.29809  -1.332
H10 0.70133 0.74927 -1.26470  -0.335
C9 -4.84284 -1.98273 3.39155  -1.627
C10 -3.39298 -2.52491 3.17303  1.174
O5 -3.11501 -3.61740 4.07099  -0.310
C11 -3.31768 -4.82815 3.65279  0.509
O6 -3.61842 -5.26023 2.59434  -0.496
C12 -3.27392 -5.77144 4.95873  0.832
F7 -2.88532 -7.01648 4.54585  -0.260
F8 -2.51285 -5.38529 5.98285  -0.230
F9 -4.48123 -5.81774 5.43055  -0.247
H11 -5.03681 -1.10881 2.74945  0.350
H12 -5.08640 -1.81170 4.44858  0.360
H13 -5.55964 -2.76628 3.08056  0.446
H14 -2.61045 -1.80026 3.46593  -0.588
H15 -3.28169 -2.79273 2.12881  0.100
C13 6.53292 -2.21000 -3.16696  -1.279
C14 6.45515 -1.08987 -2.11223  -0.087
O7 5.34785 -1.27261 -1.29448  0.168
C15 5.45944 -1.99738 -0.20382  -0.222
O8 6.38063 -2.44607 0.31181  -0.518
C16 4.01539 -1.92436 0.52490  0.985
F10 3.30463 -0.83376 0.31690  0.108
F11 3.36091 -2.98377 0.06551  -0.165
F12 4.27723 -2.00973 1.83327  -0.244
H16 5.65756 -2.28200 -3.83545  0.264
H17 6.79028 -3.19916 -2.72702  0.337
H18 7.50250 -1.94258 -3.66895  0.394
H19 6.23804 -0.11256 -2.68421  0.107
H20 7.34279 -1.01969 -1.47848  0.374
C17 8.65140 -0.77103 3.74967  -1.167
C18 8.27757 -0.06465 2.43491  0.035
O9 7.07866 0.86212 2.70290  -0.331
C19 6.30066 1.18505 1.65332  0.050
O10 6.38288 0.81103 0.55512  -0.461
C20 5.07446 2.14254 1.98976  0.962
F13 5.31054 3.37487 1.46545  -0.248
F14 3.98395 1.73179 1.35369  -0.134
F15 4.84133 2.25090 3.30663  -0.276
H21 9.29391 -1.61386 3.48902  0.387
H22 7.70751 -1.19312 4.19174  0.265
H23 9.04987 -0.08290 4.52152  0.331
H24 8.01803 -0.83817 1.69831  0.072
H25 9.04172 0.57208 1.94976  0.337
C21 4.65747 2.21112 -2.30097  0.567
C22 3.43801 1.79455 -3.11531  0.101
C23 2.42652 2.92442 -2.83243  -0.107
O11 3.22161 4.06563 -2.45002  -0.652
C24 4.13370 3.44153 -1.52753  0.236
H26 5.50748 2.45927 -3.00534  0.190
H27 4.98432 1.39607 -1.62572  -0.739
H28 3.03982 0.83710 -2.75815  -0.212
H29 3.72394 1.78131 -4.19052  0.315
H30 1.76198 2.69856 -1.98001  -0.367
H31 1.77762 3.19821 -3.61314  0.539
H32 3.50117 3.24791 -0.57573  -0.533
H33 4.93784 4.10600 -1.32300  0.643
C25 -3.54297 1.53019 3.67824  1.060
C26 -4.30872 2.50992 2.75594  -0.181
C27 -3.84296 3.81424 3.42583  -0.197
O12 -4.10965 3.56043 4.82825  -0.463
C28 -3.73279 2.18665 5.06646  -0.622
H34 -2.50635 1.51313 3.46250  -0.361
H35 -3.93588 0.49749 3.72836  -0.571
H36 -5.40825 2.40757 2.90686  0.391
H37 -3.98962 2.37627 1.74974  -0.126
H38 -4.46042 4.71625 3.22941  0.371
H39 -2.73816 3.99549 3.24848  0.048
H40 -4.54295 1.71021 5.72611  0.285
H41 -2.83629 2.11775 5.58898  0.310
C29 0.50173 -0.12366 -5.14052  -0.305
C30 -0.82253 -0.74124 -5.64843  -0.968
C31 -0.87960 -2.15193 -5.04100  0.097
O13 0.17787 -2.22908 -4.08028  -0.514
C32 0.67153 -0.90438 -3.82487  1.712
H42 0.32969 0.92539 -4.97950  0.195
H43 1.33979 -0.26050 -5.80946  0.406
H44 -0.81389 -0.88106 -6.69186  0.511
H45 -1.59894 -0.09772 -5.36587  0.213
H46 -0.78194 -2.95047 -5.76850  0.463
H47 -1.84663 -2.22850 -4.46118  -0.243
H48 1.69040 -0.97702 -3.36009  -0.108
H49 0.10855 -0.48164 -3.03576  -1.378
C33 -0.48374 -4.01080 1.49335  0.974
C34 -0.81980 -4.78200 0.17968  -0.862
C35 0.10890 -4.10192 -0.79484  -0.650
O14 0.15862 -2.72784 -0.39612  0.259
C36 0.34837 -2.74774 1.04352  0.651
H50 0.18059 -4.58179 2.17700  0.667
H51 -1.33447 -3.69425 2.04747  -1.114
H52 -1.86474 -4.61273 -0.06659  0.057
H53 -0.71259 -5.84823 0.19059  0.597
H54 -0.05564 -4.09757 -1.92055  0.186
H55 1.10761 -4.43188 -0.61597  0.318
H56 -0.01468 -1.81569 1.51599  -1.487
H57 1.41665 -2.86850 1.17933  0.218
C37 0.16738 -1.66768 5.02262  -0.441
C38 -0.09148 -0.29658 4.31497  1.060
C39 1.25518 0.09510 3.68406  0.338
O15 2.13326 -1.05040 3.73547  -0.335
C40 1.72799 -1.80288 4.82676  -0.684
H58 -0.40480 -2.42148 4.49851  -0.113
H59 -0.06481 -1.60895 6.06526  0.474
H60 -0.36856 0.52223 4.93565  0.481
H61 -0.72458 -0.54648 3.47061  -1.056
H62 1.77436 0.95261 4.18766  0.231
H63 1.12943 0.36117 2.58607  -0.662
H64 2.31238 -1.49360 5.67899  0.310
H65 1.99141 -2.86952 4.65608  0.391
C41 1.32203 5.55456 3.13826  -0.826
C42 2.43022 6.30927 2.29085  -0.790
C43 2.44657 5.42494 1.00096  -0.286
O16 1.57125 4.28119 1.25917  -0.139
C44 1.40046 4.16450 2.67016  0.341
H66 0.35814 6.02473 2.82362  0.284
H67 1.46244 5.69808 4.19054  0.437
H68 3.40362 6.29055 2.81025  0.302
H69 2.04653 7.29248 2.14664  0.354
H70 3.45827 5.14389 0.78158  0.007
H71 2.01523 5.84389 0.08746  0.403
H72 2.26690 3.60983 3.12036  -0.068
H73 0.48077 3.60675 2.85866  -0.036
C45 -3.69299 3.02593 -1.91943  0.040
C46 -3.27402 4.18684 -1.09596  -0.265
C47 -1.87520 4.50331 -1.51158  -0.093
O17 -1.39055 3.44047 -2.41021  -0.320
C48 -2.60348 2.88369 -3.02071  -0.284
H74 -4.67940 3.02683 -2.39131  0.626
H75 -3.73029 2.06518 -1.37996  -0.336
H76 -3.31325 4.04396 -0.02509  -0.139
H77 -3.88979 5.02442 -1.32546  0.330
H78 -1.10770 4.40662 -0.77428  -0.022
H79 -1.81988 5.51928 -2.03212  0.305
H80 -2.37668 1.86129 -3.40514  -0.069
H81 -2.90453 3.51299 -3.84526  0.412

---

Computed, not measured: a gas-phase ion, C4H11N4O2 (charge +1), with wB97M-V/def2-TZVPD.

Its SMILES is NC1=[NH+][C@@H](COO)[C@H](N)N1. The value obtained for the energy is -14373.26934 eV. The net charge is +1. The highest occupied orbital energy comes out at -0.5008 hartree. The calculation puts the lowest unoccupied orbital energy at -0.111 hartree. For the strongest force on any atom, the calculation gives 0.9 eV Å⁻¹. Its relative energy (zero: lowest compared OMol25 entry of this formula, charge and spin) is 315.05 kJ/mol.

Last column: Mulliken charge in e.
Cartesian coordinates (Å):
N1 -2.59476 1.40002 0.32849  -0.379
C1 -1.59682 0.61720 -0.08502  0.380
N2 -0.45386 1.08758 -0.61436  -0.281
C2 0.42205 -0.08576 -0.82963  -0.179
C3 1.91034 0.22121 -0.85562  -0.488
O1 2.29853 1.30488 -0.04733  -0.278
O2 2.00725 0.88651 1.31120  -0.317
C4 -0.13828 -1.07490 0.19744  0.108
N3 0.14756 -2.45024 -0.04792  -0.651
N4 -1.58151 -0.71300 -0.01602  -0.289
H1 -3.15577 1.12428 1.11785  0.235
H2 -2.82521 2.25027 -0.16104  0.254
H3 -0.08740 1.91137 -0.15502  0.318
H4 0.12678 -0.49020 -1.80569  0.412
H5 2.47019 -0.68067 -0.57535  0.300
H6 2.22245 0.50901 -1.86173  0.340
H7 2.11720 1.72974 1.77788  0.329
H8 0.11720 -0.71091 1.20460  0.322
H9 -0.23077 -3.03516 0.69020  0.302
H10 1.15086 -2.60128 -0.03658  0.265
H11 -2.32604 -1.19997 0.46367  0.297